61
Properties=species:S:1:pos:R:3:forces:R:3 method="wB97M-V/def2-TZVPD" relative_energy_kcal_mol=9.8 gap_ha=0.228 lumo_energy_ev=-6.194 total_charge=+1 energy_ev=-229972.8882
Mg 1.3627 3.5054 2.2304 -2.10 -0.09 0.33
Mg 2.3328 -0.8180 -0.2267 0.64 -0.95 0.64
N 3.0966 -0.6016 -1.8604 4.30 -0.18 -3.64
S 4.7249 -0.7853 -2.4685 2.52 -1.10 1.37
O 5.2227 0.2159 -3.3616 -1.40 -0.78 0.82
O 5.0639 -2.1587 -2.6656 -0.99 0.96 0.11
F 5.3814 -0.4313 -1.0655 -0.26 0.01 -0.04
S 2.4466 0.0050 -3.1669 -3.97 1.52 -2.26
O 2.3361 -0.8634 -4.2906 0.86 0.16 0.67
O 2.7247 1.3935 -3.3568 -0.36 -0.83 0.47
F 0.9459 -0.0911 -2.5391 0.32 0.31 0.09
N 2.8461 2.9932 1.2670 4.12 -3.09 -0.60
S 3.6890 1.5922 1.6591 -2.49 -2.09 3.19
O 4.9668 1.7258 2.2509 -0.65 0.08 -1.10
O 3.3093 0.4421 0.8758 1.15 1.05 0.26
F 2.6768 1.3364 2.8999 0.28 0.34 0.17
S 3.9866 3.5094 0.2693 1.05 4.94 -4.37
O 4.3606 2.5586 -0.7391 -0.06 -0.14 1.98
O 4.8958 4.4127 0.8951 -0.51 -1.17 -0.15
F 3.0204 4.4601 -0.5572 -0.05 0.09 0.32
N 0.6722 -0.4821 0.5332 -4.34 3.71 1.34
S -0.0594 1.0680 0.4521 3.31 2.15 -3.96
O 0.2662 1.9415 1.5794 -1.17 -0.80 0.63
O -1.2130 1.2842 -0.3605 0.42 -0.85 2.09
F 1.0857 1.6066 -0.5259 0.00 -0.34 0.15
S -0.4870 -1.1211 1.4323 -1.31 -5.89 2.63
O -1.6729 -1.4101 0.6835 0.99 1.14 0.74
O -0.4593 -0.6451 2.7887 -0.45 0.88 -1.49
F 0.1836 -2.5484 1.6363 0.14 0.66 -0.47
Cl 0.0787 4.5960 0.4510 -0.92 -0.98 0.48
C 0.1127 6.0006 -0.6109 0.74 1.91 -0.69
C -1.2248 6.6100 -0.9742 -0.77 -0.68 0.34
Cl -2.0850 7.1065 0.5003 -0.01 0.17 0.11
H 0.6810 5.6964 -1.4875 -0.04 -0.06 0.02
H 0.6685 6.7476 -0.0473 0.16 -0.01 -0.20
H -1.9118 5.9452 -1.4949 0.27 -0.23 -0.03
H -1.1061 7.4859 -1.6078 0.43 0.02 0.09
Cl -3.6636 -1.2685 3.2172 -0.31 -0.15 -0.06
C -3.7000 -2.6661 4.3150 0.89 0.01 0.91
C -2.5889 -3.6640 4.0400 -0.01 -0.26 -0.57
Cl -2.6411 -4.4070 2.3974 -0.19 0.10 0.23
H -4.6975 -3.0796 4.4240 -0.02 -0.11 -0.58
H -3.4405 -2.2677 5.2984 -0.14 0.11 0.02
H -2.6102 -4.4881 4.7500 -0.24 0.03 0.03
H -1.6004 -3.2161 4.1030 -0.13 0.28 0.06
Cl -6.0209 -0.3021 -1.3156 -0.55 -0.01 0.10
C -4.3091 -0.3988 -0.9750 1.18 -0.75 -0.51
C -3.5621 -1.2135 -2.0314 0.83 0.49 -0.14
Cl -4.0516 -2.9333 -2.0932 -0.25 0.44 -0.11
H -4.0815 -0.8897 -0.0301 -0.53 0.23 0.23
H -3.9111 0.6138 -0.9753 0.06 -0.01 0.05
H -2.4921 -1.2243 -1.8132 -0.08 -0.05 0.51
H -3.5592 -0.7522 -3.0190 -0.78 -0.29 -0.13
Cl 0.3640 -3.2649 -1.3314 0.28 0.14 -0.26
C -1.1009 -4.3301 -1.2605 0.48 -0.21 0.13
C -0.6859 -5.7945 -1.1807 0.43 0.43 -0.17
Cl 0.3206 -6.1569 0.2453 -0.33 0.03 0.42
H -1.6260 -4.0897 -2.1782 -0.07 -0.26 -0.03
H -1.6852 -3.9845 -0.4135 0.01 -0.13 0.10
H -0.0026 -6.0824 -1.9746 -0.43 0.20 -0.44
H -1.5733 -6.4225 -1.1963 0.03 -0.06 0.16

42
Properties=species:S:1:pos:R:3:forces:R:3 method="wB97M-V/def2-TZVPD" gap_ha=0.062 lumo_energy_ev=-15.998 total_charge=+3 energy_ev=-73132.6541
C -1.9671 4.8052 -1.4152 0.10 0.15 0.33
C -2.1492 3.8250 -2.6683 -2.41 1.95 -2.95
O -2.8752 4.2288 -3.6334 3.66 -2.36 4.36
O -1.5244 2.5214 -2.7720 -2.09 1.69 0.80
C -2.3602 1.5668 -2.0107 0.69 -0.84 0.44
C -1.4985 0.1776 -2.0096 0.18 0.26 -0.25
C -2.1913 -0.9843 -1.1304 0.23 -0.35 0.88
C -1.4958 -1.0768 0.3544 -0.36 0.16 -1.01
C -0.0333 -1.7126 0.1237 -0.43 -0.51 0.18
C 0.9111 -1.7497 1.4474 -0.21 -1.78 -0.11
C 0.7443 -3.2523 2.0486 0.14 -2.86 2.48
N 0.7121 -4.3300 2.6126 0.02 6.09 -3.35
C 0.4528 -0.7588 2.6349 1.39 -0.53 -0.45
C 0.6268 0.8022 2.3355 -1.06 0.94 1.76
O 0.3885 1.6130 3.3329 1.24 -0.35 -1.53
Cl 1.0728 1.5572 0.7487 -0.65 -1.34 2.54
C 2.5032 -1.6096 1.1087 0.70 -1.67 1.87
C 3.2613 -2.3554 2.3396 2.85 -1.42 2.23
N 3.9459 -2.9149 3.1779 -4.01 3.29 -4.66
C 2.9553 -2.3842 -0.2309 0.87 0.30 -0.39
C 3.3438 -1.2825 -1.3692 -2.06 -0.73 -3.63
O 2.8327 -1.3112 -2.5261 2.14 0.13 5.23
H -1.4274 4.3326 -0.5198 -0.70 0.30 -1.50
H -1.3447 5.7235 -1.7425 -1.11 -1.57 0.25
H -2.9964 5.1804 -1.0358 1.66 -0.70 -0.99
H -2.4486 2.0034 -0.9440 -0.14 -0.88 -1.52
H -3.3883 1.4525 -2.5037 1.47 0.09 0.64
H -1.3165 -0.2224 -3.0764 -0.53 0.96 1.59
H -0.4479 0.4870 -1.6165 -1.78 -0.66 -0.53
H -3.3355 -0.8182 -1.0334 1.99 -0.32 -0.19
H -2.0069 -2.0287 -1.6005 -0.50 1.90 0.45
H -1.4978 -0.0010 0.7589 0.27 -1.41 -0.37
H -2.1363 -1.7149 1.0797 1.12 0.92 -1.29
H -0.2130 -2.8203 -0.1807 0.36 1.95 0.47
H 0.5222 -1.2351 -0.7599 -0.88 -0.45 1.39
H 1.1535 -0.9915 3.5376 -1.09 0.64 -1.32
H -0.5995 -1.0658 2.9691 1.25 1.06 -0.48
H 2.8857 -0.5307 1.1285 -0.66 -1.50 -0.14
H 3.9434 -2.9675 -0.0387 -1.64 1.03 -0.29
H 2.1875 -3.1227 -0.6469 1.04 1.21 0.64
H 4.1072 -0.4611 -1.1141 -0.76 -0.99 -0.15
Lu 0.7038 3.4258 4.8399 -0.33 -1.78 -1.42